# 1
The following is a DFT calculation (wB97M-V/def2-TZVPD) of a cluster of 6 separate species, C30H51BClN8O4S in total.

- LUMO energy: -0.099 hartree
- Net charge: +1
- HOMO level: -12.595 eV

The geometry in XYZ format:
```
96
C30H51BClN8O4S wB97M-V/def2-TZVPD
C 2.599 6.131 -2.113
C 1.959 5.131 -2.272
C 1.172 3.905 -2.453
C 0.136 3.815 -1.374
C -1.206 3.938 -1.467
O -1.968 4.183 -2.537
N -1.692 3.808 -0.169
C -0.683 3.606 0.678
B -0.896 3.411 2.259
N -1.110 2.084 2.785
O -0.937 4.508 3.060
N 0.447 3.598 -0.036
C 1.766 3.389 0.550
C 2.529 2.180 -0.024
C 1.629 1.010 -0.477
C 2.304 0.183 -1.587
S 1.337 -0.132 -3.071
O 1.264 -1.547 -3.254
O 1.850 0.626 -4.170
Cl -0.584 0.497 -2.720
H 3.094 7.022 -1.803
H 1.841 3.043 -2.452
H 0.677 3.910 -3.424
H -2.347 3.369 -2.895
H -2.659 3.868 0.116
H -1.864 2.133 3.480
H -0.267 1.810 3.293
H -0.797 5.342 2.591
H 1.688 3.336 1.634
H 2.350 4.288 0.342
H 3.213 2.514 -0.803
H 3.166 1.806 0.779
H 1.504 0.351 0.382
H 0.630 1.333 -0.752
H 2.608 -0.796 -1.225
H 3.208 0.667 -1.957
C -3.344 0.022 6.968
C -4.765 -0.001 6.417
C -4.838 -0.493 4.967
C -4.175 0.417 4.040
N -3.652 1.134 3.309
H -2.716 0.727 6.420
H -3.344 0.325 8.014
H -2.886 -0.966 6.905
H -5.205 0.996 6.491
H -5.376 -0.666 7.028
H -5.881 -0.598 4.664
H -4.386 -1.485 4.890
C -6.106 -6.224 2.699
C -5.977 -4.723 2.463
C -4.632 -4.160 2.934
C -4.470 -4.257 4.384
N -4.356 -4.309 5.526
H -6.075 -6.463 3.763
H -7.053 -6.591 2.305
H -5.302 -6.770 2.204
H -6.790 -4.198 2.966
H -6.078 -4.514 1.396
H -4.551 -3.110 2.647
H -3.809 -4.687 2.448
C -9.292 -2.401 6.610
C -9.805 -0.994 6.324
C -10.101 -0.757 4.839
C -8.890 -0.816 4.023
N -7.935 -0.857 3.386
H -8.336 -2.587 6.116
H -9.144 -2.544 7.680
H -10.003 -3.155 6.267
H -9.078 -0.259 6.677
H -10.725 -0.824 6.885
H -10.560 0.223 4.702
H -10.814 -1.496 4.472
C 4.313 -1.753 -5.924
C 4.974 -0.398 -6.154
C 6.484 -0.496 -6.392
C 7.196 -0.980 -5.212
N 7.752 -1.353 -4.279
H 4.695 -2.234 -5.022
H 3.236 -1.630 -5.806
H 4.487 -2.422 -6.768
H 4.780 0.254 -5.300
H 4.520 0.078 -7.025
H 6.889 0.479 -6.659
H 6.694 -1.159 -7.233
C 12.815 -0.064 -6.699
C 11.862 -1.062 -6.051
C 10.786 -1.570 -7.016
C 9.875 -0.506 -7.433
N 9.153 0.335 -7.731
H 12.291 0.840 -7.012
H 13.593 0.231 -5.995
H 13.302 -0.496 -7.575
H 11.388 -0.609 -5.179
H 12.429 -1.923 -5.693
H 10.198 -2.354 -6.535
H 11.246 -2.013 -7.901
```

***

# 2
The following is a DFT calculation (wB97M-V/def2-TZVPD) of a cluster of 6 separate species, C50H70N3O21PS in total.

- LUMO energy: -0.028 hartree
- SMILES string: CCC(=O)OCCc1c(CC)c(C)c(S)c2c1C(=O)c1c(c(N)c(OC#N)c(Cc3ccccc3)c1P(N)O)C2=O.CCOC(=O)OC.CCOC(=O)OC.CCOC(=O)OC.CCOC(=O)OC.CCOC(=O)OC
- HOMO level: -8.354 eV

The geometry in XYZ format:
```
146
C50H70N3O21PS wB97M-V/def2-TZVPD
C -6.055 -1.576 -0.847
C -5.590 -0.334 -1.746
C -4.352 -0.673 -2.641
O -4.490 -1.518 -3.491
O -3.097 -0.056 -2.456
C -2.213 -1.138 -2.000
C -1.061 -0.620 -1.057
C 0.355 -1.168 -1.398
C 1.440 -0.285 -1.908
C 1.216 1.265 -2.101
C 1.743 1.931 -0.728
C 2.796 -0.804 -2.224
C 3.975 0.118 -2.715
C 3.124 -2.237 -2.054
S 4.740 -2.989 -2.377
C 2.060 -3.127 -1.547
C 0.716 -2.582 -1.227
C -0.285 -3.645 -0.644
O -1.423 -3.777 -1.016
C 0.387 -4.567 0.442
C 1.728 -5.115 0.119
C 2.489 -5.994 1.012
N 3.774 -6.511 0.615
C 1.880 -6.298 2.324
O 2.637 -7.123 3.202
C 2.091 -8.381 3.272
N 1.541 -9.284 3.724
C 0.571 -5.721 2.664
C 0.049 -6.053 4.126
C 0.908 -5.096 5.060
C 1.884 -5.568 6.040
C 2.625 -4.516 6.777
C 2.416 -3.081 6.538
C 1.418 -2.604 5.574
C 0.676 -3.649 4.833
C -0.220 -4.871 1.749
P -1.902 -4.194 2.274
N -3.041 -5.396 1.720
O -2.254 -2.751 1.460
C 2.304 -4.665 -1.276
O 2.833 -5.411 -2.060
H -5.272 -2.386 -0.893
H -7.040 -1.987 -1.181
H -6.129 -1.267 0.228
H -6.493 -0.039 -2.356
H -5.407 0.542 -1.059
H -2.866 -1.821 -1.376
H -1.856 -1.772 -2.856
H -1.302 -0.930 -0.001
H -1.094 0.508 -1.054
H 1.837 1.677 -2.934
H 0.135 1.530 -2.191
H 2.737 2.448 -0.872
H 0.970 2.599 -0.263
H 1.951 1.123 0.037
H 4.339 -0.142 -3.741
H 4.833 -0.112 -2.011
H 3.749 1.204 -2.565
H 5.376 -2.311 -3.389
H 4.291 -6.661 1.486
H 4.253 -5.809 0.042
H -1.052 -5.828 4.221
H 0.186 -7.132 4.393
H 2.047 -6.659 6.200
H 3.410 -4.785 7.520
H 3.024 -2.336 7.099
H 1.213 -1.523 5.363
H -0.064 -3.267 4.087
H -3.744 -4.910 1.151
H -2.611 -6.097 1.107
H -2.488 -2.054 2.094
C -3.678 6.435 1.430
C -2.196 6.447 1.111
O -1.764 5.191 0.568
C -2.128 4.948 -0.695
O -2.767 5.681 -1.406
O -1.680 3.731 -1.032
C -2.092 3.298 -2.330
H -3.919 5.601 2.093
H -3.974 7.369 1.909
H -4.278 6.309 0.528
H -1.632 6.594 2.034
H -1.932 7.264 0.436
H -1.813 4.021 -3.097
H -3.168 3.124 -2.342
H -1.588 2.358 -2.542
C -3.700 -0.379 -6.366
C -3.776 -1.836 -6.774
O -3.390 -2.023 -8.145
C -2.084 -1.924 -8.399
O -1.215 -1.704 -7.593
O -1.899 -2.088 -9.718
C -0.549 -1.900 -10.139
H -4.297 0.240 -7.042
H -4.065 -0.248 -5.348
H -2.677 -0.003 -6.413
H -4.808 -2.179 -6.695
H -3.174 -2.471 -6.121
H 0.132 -2.545 -9.583
H -0.265 -0.853 -10.024
H -0.492 -2.162 -11.194
C -0.386 3.396 6.469
C -0.328 2.541 5.219
O -0.855 1.227 5.452
C -2.185 1.143 5.559
O -2.965 2.058 5.471
O -2.505 -0.134 5.809
C -3.896 -0.345 6.052
H 0.123 2.897 7.297
H 0.084 4.365 6.293
H -1.415 3.569 6.786
H 0.713 2.406 4.923
H -0.845 3.013 4.380
H -4.504 0.039 5.233
H -4.184 0.123 6.995
H -4.058 -1.419 6.132
C -4.200 10.736 7.639
C -4.195 9.276 7.230
O -3.823 9.114 5.854
C -2.528 9.292 5.579
O -1.661 9.562 6.372
O -2.356 9.142 4.258
C -1.026 9.411 3.814
H -4.844 11.316 6.975
H -4.556 10.845 8.665
H -3.203 11.171 7.576
H -5.203 8.871 7.325
H -3.545 8.677 7.872
H -0.298 8.807 4.356
H -0.803 10.473 3.926
H -0.969 9.153 2.757
C 10.833 -2.753 -6.412
C 9.537 -3.527 -6.275
O 8.490 -2.714 -5.725
C 7.967 -1.804 -6.552
O 8.285 -1.617 -7.698
O 7.038 -1.111 -5.878
C 6.472 -0.030 -6.620
H 11.121 -2.317 -5.453
H 11.634 -3.405 -6.763
H 10.731 -1.928 -7.119
H 9.682 -4.353 -5.578
H 9.220 -3.960 -7.227
H 6.066 -0.373 -7.571
H 7.224 0.745 -6.781
H 5.661 0.390 -6.027
```